Molecular formula: C28H25F3N4O4
Method: DFT, ωB97M-V with the def2-TZVPD basis set

Last column: Mulliken charge in e.
Element x y z (Å)
C -4.30875 2.29563 -4.02681  -0.8015
O -3.90900 2.46433 -5.36486  -0.4576
C -2.71148 1.94963 -5.75950  0.7782
C -2.38464 2.13724 -7.10405  -0.5532
C -1.19120 1.65563 -7.59911  -0.5358
C -0.30453 0.98773 -6.77144  -0.8161
C -0.61873 0.79163 -5.43155  0.0483
C 0.31132 0.07775 -4.54311  0.5940
C 1.68180 0.32159 -4.60815  -0.8877
C 2.55911 -0.34390 -3.77522  -0.8425
C 2.08239 -1.27569 -2.86396  0.6904
C 3.03951 -2.01981 -1.96344  -0.6418
O 2.52675 -2.25409 -0.66607  -0.4202
C 2.28915 -1.14474 0.06635  0.3652
C 1.77303 -1.29977 1.35108  -0.8791
C 1.53710 -0.12762 2.06223  0.6102
C 0.99766 -0.12834 3.42702  1.0018
C 0.33405 1.00195 3.90021  -0.9115
C -0.18844 1.02931 5.17700  -0.3645
C -0.05584 -0.06865 6.01979  0.8971
C -0.66613 -0.06475 7.39366  -1.4566
C -2.12442 -0.58172 7.35536  0.0217
N -2.13451 -1.98668 7.00779  -0.6845
C -2.94708 0.26706 6.37705  0.4218
O -3.37257 -0.15770 5.34254  -0.5480
O -3.17994 1.53566 6.76178  -0.5067
C 0.62315 -1.18914 5.55519  -0.5654
C 1.14284 -1.22289 4.27573  -0.8655
N 1.77883 1.06855 1.52115  -0.6180
C 2.27644 1.09975 0.29349  0.0695
N 2.56682 2.30702 -0.23544  -0.3811
N 2.55296 0.03244 -0.46700  -0.2953
C 3.33421 -3.40622 -2.54415  0.7947
F 2.24731 -4.17386 -2.64271  -0.2692
F 4.22524 -4.08449 -1.81069  -0.2761
F 3.85448 -3.30858 -3.77799  -0.2812
C 0.72026 -1.53386 -2.79566  -0.2776
C -0.15514 -0.85781 -3.62293  -0.9385
C -1.82665 1.27398 -4.93029  -0.4393
H -4.40384 1.23676 -3.76533  0.3341
H -3.61340 2.78019 -3.33359  0.3213
H -5.28413 2.77321 -3.94871  0.2336
H -3.08489 2.66198 -7.73401  0.4306
H -0.94876 1.80011 -8.64137  0.3814
H 0.61914 0.59611 -7.16907  0.5223
H 2.05822 1.05543 -5.30513  0.5233
H 3.61808 -0.13956 -3.82904  0.4324
H 3.99492 -1.47916 -1.89834  0.6592
H 1.55820 -2.28131 1.73103  0.4721
H 0.23454 1.85203 3.24457  0.4345
H -0.70327 1.91562 5.51992  0.3652
H -0.64166 0.94501 7.81087  0.4682
H -0.10700 -0.72831 8.05409  0.3600
H -2.56294 -0.48192 8.35898  0.4231
H -1.76989 -2.10061 6.06621  0.2871
H -3.08652 -2.33757 6.99813  0.2881
H -2.78780 1.73899 7.62125  0.3801
H 0.74631 -2.04160 6.20736  0.4263
H 1.68142 -2.09824 3.94662  0.3895
H 2.23468 3.12312 0.24532  0.2466
H 2.78128 2.35351 -1.21497  0.2338
H 0.34944 -2.26426 -2.09196  0.5030
H -1.21109 -1.07721 -3.57226  0.5037
H -2.04641 1.13110 -3.88385  0.6018

Output
LUMO   0.0091 hartree
Frontier orbital gap   8.616 eV
Highest occupied orbital energy   -8.4 eV
Structure (SMILES)   COc1cccc(-c2ccc([C@@H](Oc3cc(-c4ccc(C[C@H](N)C(=O)O)cc4)nc(N)n3)C(F)(F)F)cc2)c1
Multiplicity   1
Max |F|   0.84 eV/A